Record 1
The following is a DFT calculation (wB97M-V/def2-TZVPD) of H14Na2O8 as an isolated structure at a distorted geometry.

**E_LUMO**: -3.63 eV
**Molar mass**: 188.1 g mol⁻¹
**HOMO energy**: -5.14 eV
**Kohn-Sham gap**: 1.5091 eV
**Calculated total energy**: -934.63481 Ha

```
! wB97M-V def2-TZVPD RIJCOSX def2/J DEFGRID3
* xyz 0 1
Na -4.8766 -0.7123 2.0476
Na -4.7362 -0.0440 -2.7038
O -0.7850 -3.8083 1.7410
O 2.3666 -1.1909 -0.2548
O 0.1107 4.4568 0.2236
O 1.7912 1.5028 4.0643
O -1.0975 -4.4729 -2.8166
O 0.1352 1.5456 -3.4015
O 3.6345 2.8014 0.5922
O -1.6668 -0.4665 -0.3376
H 0.9058 1.8578 4.1431
H 2.6359 -0.2854 -0.1009
H -1.0036 -3.0374 1.2174
H -1.0682 -3.7061 -2.2444
H 2.8803 2.1945 0.4603
H 1.4182 -1.1422 -0.3749
H -0.1364 0.9593 -2.6952
H 1.0322 4.1979 0.2279
H -1.4127 0.2565 0.2685
H -0.6850 1.8797 -3.7648
H 0.1615 -3.9078 1.6382
H 2.1187 1.8561 3.2371
H -0.1586 4.4009 1.1404
H -1.5640 -5.1352 -2.3067
*
```

Charges obtained by Löwdin population analysis, quoted in units of e: number 1, Na, carries 0.77; number 2, Na, carries 0.78; number 3, O, carries -0.07; number 4, O, carries -0.05; number 5, O, carries -0.07; number 6, O, carries -0.06; number 7, O, carries -0.05; number 8, O, carries -0.05; number 9, O, carries -0.50; number 10, O, carries -0.57; number 11, H, carries 0.01; number 12, H, carries 0.02; number 13, H, carries 0.00; number 14, H, carries 0.02; number 15, H, carries -0.18; number 16, H, carries 0.01; number 17, H, carries 0.01; number 18, H, carries 0.02; number 19, H, carries -0.15; number 20, H, carries 0.01; number 21, H, carries 0.04; number 22, H, carries 0.02; number 23, H, carries 0.01; number 24, H, carries 0.03

---

Record 2
The following is a DFT calculation (wB97M-V/def2-TZVPD) of C10H10CeN4O3Se5 as an isolated structure at a distorted geometry.

**E_LUMO (alpha / beta)**: 0.61 / 0.61 eV
**Molar mass**: 769.1 g mol⁻¹
**HOMO energy (alpha / beta)**: -3.36 / -3.36 eV
**Kohn-Sham gap (alpha / beta)**: 3.9735 / 3.9675 eV
**Calculated total energy**: -13314.25654 Ha

```
! wB97M-V def2-TZVPD RIJCOSX def2/J DEFGRID3
* xyz -1 2
Ce -0.6634 -1.2696 0.4738
Se -1.2166 -2.0818 3.4199
Se -0.9840 1.3184 3.0706
Se 1.2059 0.6929 -2.0561
Se 0.3121 -3.3604 2.3315
Se 0.2829 -0.1488 4.1890
O -1.6808 2.3063 -0.4305
O -2.1979 0.3491 0.4811
O -2.9111 -1.6782 -3.4210
N -1.6815 -0.9063 -1.6224
N 1.4763 2.4313 -1.5188
N 1.3671 0.0302 -0.1476
N -1.1531 -3.4868 -0.7906
C 3.0969 2.1049 2.3257
C 3.1322 3.3364 1.6056
C -2.2353 0.3795 -1.8670
C 2.4753 1.0358 1.7796
C -1.8582 -3.3292 -2.1056
C -2.1164 1.1769 -0.5414
C 1.8457 1.0576 0.5062
C 1.9355 2.3487 -0.2694
C -2.1556 -1.8732 -2.4375
C 2.6728 3.4449 0.3200
H -0.2241 -3.8873 -0.8824
H 3.4489 2.0857 3.3219
H -1.6276 -4.2581 -0.2416
H 2.3883 0.0943 2.3522
H 3.5164 4.1722 2.2073
H -3.3066 0.2538 -2.1542
H -2.8386 -3.7820 -2.0317
H -1.2956 -3.8618 -2.9395
H 2.7509 4.3654 -0.2811
H -1.7607 0.9393 -2.6458
*
```

Charges obtained by Löwdin population analysis, quoted in units of e: number 1, Ce, carries 0.47; number 2, Se, carries -0.03; number 3, Se, carries -0.05; number 4, Se, carries 1.13; number 5, Se, carries -0.06; number 6, Se, carries -0.10; number 7, O, carries 0.04; number 8, O, carries -0.33; number 9, O, carries -0.03; number 10, N, carries -0.16; number 11, N, carries -0.18; number 12, N, carries -0.23; number 13, N, carries -0.10; number 14, C, carries -0.06; number 15, C, carries -0.07; number 16, C, carries -0.19; number 17, C, carries -0.08; number 18, C, carries -0.14; number 19, C, carries -0.61; number 20, C, carries -0.36; number 21, C, carries -0.35; number 22, C, carries -0.54; number 23, C, carries -0.02; number 24, H, carries 0.07; number 25, H, carries 0.10; number 26, H, carries 0.11; number 27, H, carries 0.07; number 28, H, carries 0.11; number 29, H, carries 0.14; number 30, H, carries 0.11; number 31, H, carries 0.14; number 32, H, carries 0.12; number 33, H, carries 0.09